96
Properties=species:S:1:pos:R:3:mulliken_charge:R:1 method="wB97M-V/def2-TZVPD" lumo_ev=-5.00 gap_ev=7.9874 total_energy_ha=-4947.68525 e_above_lowest_kj_mol=0.00 total_charge=+2
Ga -0.1730 -0.1864 1.0407 1.1179
C -4.6160 -2.4849 -4.7874 -0.9929
O -3.5054 -1.7841 -4.2181 -0.4550
C -3.2688 -1.9041 -2.9115 0.5867
C -4.0234 -2.7270 -2.0496 -1.2264
C -3.6987 -2.7529 -0.7239 -1.3850
C -2.6392 -1.9919 -0.1699 0.8041
C -2.3972 -2.0120 1.2327 0.8565
C -3.1336 -2.8936 2.1921 -1.6287
O -1.5235 -1.2882 1.8119 0.0472
C -1.8598 -1.1918 -1.0692 0.7337
O -0.8165 -0.4831 -0.7047 1.2028
C -2.2072 -1.1602 -2.4158 -0.1167
H -4.6217 -2.2184 -5.8387 0.2570
H -5.5508 -2.1675 -4.3254 0.4045
H -4.4895 -3.5627 -4.6829 0.3961
H -4.8461 -3.3207 -2.4158 0.4989
H -4.2912 -3.3818 -0.0783 0.3311
H -4.0451 -3.3373 1.8144 0.4907
H -3.3526 -2.3117 3.0857 0.2458
H -2.4461 -3.6921 2.4840 0.3011
H -1.6492 -0.5218 -3.0893 0.4934
F 2.8507 -2.9059 -0.3254 -0.4277
Te 1.8693 -2.8419 1.2538 2.1295
F 0.8536 -3.0456 2.7908 -0.4480
F 0.3940 -3.3874 0.2535 -0.4754
F 2.3032 -4.6129 1.4775 -0.3138
F 3.4210 -2.4444 2.1594 -0.4071
O 1.4748 -1.0740 1.0443 -1.2690
C 2.5392 2.2535 -0.4339 -1.1513
C 1.1998 2.8972 -0.7955 0.6921
C 1.3222 4.3995 -1.0367 -1.5342
Sb -0.2702 2.3939 0.6920 -1.3330
C -0.1018 3.7528 2.3530 0.4946
C -0.7289 5.1055 2.0275 -1.2852
C 1.3540 3.8736 2.7941 -1.3005
C -2.2031 2.5958 -0.2283 1.3384
C -3.2772 2.4087 0.8405 -1.3110
C -2.3887 3.8698 -1.0441 -1.3915
H 3.2690 2.4567 -1.2227 0.4110
H 2.4588 1.1689 -0.3143 0.1314
H 2.9446 2.6695 0.4894 0.3730
H 0.8017 2.4157 -1.6932 0.1287
H 1.7424 4.9099 -0.1700 0.2346
H 0.3694 4.8694 -1.2785 0.3192
H 2.0011 4.5790 -1.8737 0.4849
H -0.6730 3.2638 3.1445 0.4677
H -0.2240 5.6044 1.1997 0.2229
H -0.6382 5.7537 2.9021 0.4897
H -1.7891 5.0275 1.7896 0.2877
H 1.9589 4.3930 2.0506 0.2819
H 1.7997 2.9008 3.0026 0.1562
H 1.3970 4.4604 3.7140 0.4963
H -2.2156 1.7352 -0.9019 -0.4626
H -3.2958 3.2428 1.5446 0.2726
H -3.1363 1.4891 1.4159 0.2342
H -4.2618 2.3577 0.3706 0.4433
H -2.3222 4.7678 -0.4299 0.2681
H -3.3807 3.8631 -1.5023 0.4682
H -1.6588 3.9508 -1.8500 0.3358
C -1.2854 -1.5143 5.7282 -0.8236
N 0.1420 -1.3468 5.5763 0.1617
C 1.0923 -2.2655 6.2005 -0.5680
C 2.4344 -1.5992 5.8883 -0.5874
N 2.0780 -0.7762 4.7310 -0.0366
C 0.7508 -0.5424 4.7149 0.0278
S 0.0089 0.6092 3.7148 -0.4781
H -1.6113 -1.1629 6.7074 0.3110
H -1.5381 -2.5717 5.6294 0.3450
H -1.7890 -0.9415 4.9536 0.1503
H 1.0028 -3.2480 5.7294 0.2899
H 0.8980 -2.3657 7.2666 0.4233
H 3.2090 -2.3200 5.6374 0.3045
H 2.7762 -0.9740 6.7152 0.3359
H 2.6796 -0.0346 4.4104 0.2351
C 1.9359 -2.4251 -4.1544 -1.1137
C 1.3357 -1.6455 -2.9585 0.8198
N 2.0205 -0.3667 -2.7885 0.4905
C 1.7693 0.4791 -3.9473 -0.7459
C 2.2154 -0.2339 -5.2493 -0.8846
N 2.9084 -1.5032 -4.8388 -0.0242
C 4.0579 -1.1912 -3.9190 -0.8260
C 3.4546 -0.5780 -2.6304 -0.3409
H 1.1933 -2.7253 -4.8914 0.3720
H 2.4989 -3.3036 -3.8432 0.3363
H 1.4387 -2.2445 -2.0587 -0.0477
H 0.2716 -1.4513 -3.1156 -0.4225
H 2.3126 1.4159 -3.8225 0.5247
H 0.7067 0.7111 -3.9971 0.4367
H 2.9217 0.3496 -5.8367 0.3502
H 1.3802 -0.5201 -5.8862 0.3198
H 3.2693 -1.9653 -5.6710 0.3037
H 4.7159 -0.5075 -4.4526 0.3341
H 4.5899 -2.1233 -3.7380 0.3336
H 3.9334 0.3762 -2.4130 0.5012
H 3.6170 -1.2369 -1.7821 0.1777